Record 1
DFT (ωB97M-V with the def2-TZVPD basis set) results for a 14-piece molecular cluster, C3H31NO13 overall at a distorted geometry.

Calculated values
gap between HOMO and LUMO (spin up / spin down)	3.18 / 6.96	eV
electronic energy	-31718.11832	eV
charge	-1
spin multiplicity	2
E_LUMO (spin up / spin down)	2.6082 / 2.5901	eV
max |F|	9.28	eV/A

Atoms and positions in Å:
C 1.73 -0.39 -1.91
C 2.66 0.53 -2.22
C 0.30 0.07 0.05
N 0.52 -0.23 -1.20
H 1.96 -1.44 -2.22
H 2.99 1.45 -1.77
H 3.51 0.53 -2.91
H -0.67 0.31 0.37
H 0.94 0.03 0.90
H -4.63 -0.67 1.93
H -4.16 -1.45 0.63
O -4.18 -1.39 1.67
H 0.56 3.50 -0.77
H 0.16 4.93 -0.45
O 0.25 4.38 -1.15
H 3.53 0.05 2.46
H 3.32 0.92 1.14
O 3.65 0.93 1.94
H 1.71 -1.79 3.30
H 2.72 -2.64 2.41
O 2.70 -1.75 2.93
H -0.75 -0.30 3.31
H 0.08 0.09 4.67
O 0.07 0.15 3.72
H -2.67 1.45 -1.92
H -4.29 1.03 -2.24
O -3.39 0.79 -2.27
H -2.32 -1.73 4.01
H -2.73 -1.55 2.56
O -1.97 -1.50 3.21
H -0.30 -3.93 0.02
H -0.04 -3.67 -1.41
O 0.19 -4.32 -0.74
H 1.49 -1.98 0.61
H 1.18 -3.50 0.41
O 1.58 -2.84 0.96
H -1.08 3.53 -2.06
H -1.13 2.50 -3.20
O -1.73 2.90 -2.52
H -0.16 0.83 -2.85
H 0.87 1.52 -3.50
O -0.01 1.40 -3.72
H 2.03 2.70 1.45
H 2.92 2.43 0.20
O 1.99 2.48 0.48
H -2.99 -0.59 -1.52
H -3.13 -2.22 -1.69
O -3.28 -1.53 -1.10

---

Record 2
DFT (ωB97M-V with the def2-TZVPD basis set) results for C48H39GaNO8P3S as an isolated structure.

Calculated values
gap between HOMO and LUMO	7.65	eV
electronic energy	-159359.45046	eV
E_LUMO	0.1294	eV
max |F|	0.98	eV/A

Atoms and positions in Å:
Ga -0.21 0.44 0.06
O 5.85 0.12 -0.33
C 4.66 0.22 -0.26
C 3.73 0.83 -1.32
O 4.03 1.19 -2.43
C 2.41 0.78 -0.70
C 2.43 0.15 0.52
O 1.30 -0.08 1.13
C 3.77 -0.28 0.89
O 4.14 -0.94 1.83
O 1.26 1.13 -1.19
O -3.32 2.15 1.57
S -2.45 1.02 1.53
O -2.50 0.23 0.27
O -0.99 1.34 1.70
C -2.81 -0.06 2.88
C -3.72 0.40 3.82
C -3.98 -0.38 4.94
C -3.33 -1.59 5.10
C -2.43 -2.04 4.15
C -2.14 -1.29 3.02
P -1.03 -1.97 1.69
C 0.39 -2.72 2.55
C 0.86 -2.22 3.76
C 2.08 -2.63 4.27
C 2.86 -3.54 3.58
C 2.41 -4.03 2.36
C 1.19 -3.62 1.85
C -2.12 -3.38 1.23
C -3.36 -3.07 0.65
C -4.23 -4.07 0.25
C -3.88 -5.41 0.41
C -2.67 -5.73 1.00
C -1.80 -4.73 1.41
H -4.21 1.35 3.67
H -4.69 -0.03 5.68
H -3.54 -2.20 5.97
H -1.95 -3.01 4.28
H 0.28 -1.47 4.30
H 2.44 -2.22 5.21
H 3.82 -3.84 3.96
H 3.03 -4.73 1.79
H 0.88 -3.98 0.87
H -3.64 -2.03 0.52
H -5.18 -3.81 -0.20
H -4.55 -6.19 0.08
H -2.39 -6.77 1.14
H -0.87 -5.00 1.89
N -0.89 2.30 -0.84
H -0.78 2.30 -1.84
H -0.25 2.99 -0.46
H -1.83 2.58 -0.60
C -1.66 -2.36 -2.03
P -0.45 -0.99 -2.01
C 1.16 -1.68 -2.45
C 1.69 -1.72 -3.73
C 2.93 -2.31 -3.95
C 3.64 -2.86 -2.89
C 3.11 -2.83 -1.61
C 1.88 -2.23 -1.39
C -1.02 0.21 -3.24
C -2.38 0.52 -3.27
C -2.85 1.57 -4.05
C -1.96 2.32 -4.80
C -0.60 2.02 -4.77
C -0.13 0.97 -3.99
P -2.10 -3.54 -3.39
C -0.75 -4.78 -3.41
C 0.11 -5.00 -2.34
C 1.02 -6.05 -2.36
C 1.09 -6.89 -3.45
C 0.21 -6.70 -4.52
C -0.70 -5.66 -4.49
C -1.89 -2.58 -4.94
C -2.94 -1.73 -5.28
C -2.89 -0.95 -6.43
C -1.80 -1.04 -7.28
C -0.76 -1.90 -6.97
C -0.80 -2.67 -5.81
H -2.61 -1.90 -1.75
H -1.42 -2.99 -1.18
H 1.16 -1.28 -4.57
H 3.35 -2.33 -4.95
H 4.61 -3.31 -3.06
H 3.67 -3.23 -0.77
H 1.48 -2.18 -0.38
H -3.09 -0.04 -2.66
H -3.91 1.80 -4.05
H -2.32 3.14 -5.41
H 0.10 2.62 -5.35
H 0.94 0.80 -3.92
H 0.08 -4.36 -1.47
H 1.70 -6.19 -1.52
H 1.81 -7.70 -3.47
H 0.24 -7.37 -5.37
H -1.39 -5.54 -5.32
H -3.81 -1.68 -4.63
H -3.72 -0.29 -6.67
H -1.76 -0.44 -8.18
H 0.10 -1.98 -7.63
H 0.03 -3.33 -5.58

---

Record 3
DFT (ωB97M-V with the def2-TZVPD basis set) results for C3H2BrCl as an isolated structure at a distorted geometry.

Calculated values
gap between HOMO and LUMO	8.08	eV
electronic energy	-85702.64395	eV
E_LUMO	-0.8638	eV
max |F|	1.79	eV/A

Atoms and positions in Å:
C -0.19 -1.44 0.82
C 0.20 -1.36 -0.31
C 0.54 1.72 -0.13
Cl 0.63 2.62 -1.51
Br -1.09 1.71 0.70
H -0.45 -1.70 1.78
H 0.37 -1.55 -1.36

---

Question: Look up the electronic energy of the first one.
Answer: -31718.11832 eV